Record 1
This record from OMol25 describes an isolated molecule of C5H8OS. The level of theory is wB97M-V/def2-TZVPD.

Geometry as XYZ:
```
15
Properties=species:S:1:pos:R:3:lowdin_charge:R:1
C -0.552 0.947 2.071 0.0179
C -0.445 -0.050 1.238 -0.1668
C -0.535 0.246 -0.232 -0.3780
O -0.181 1.561 -0.595 -0.0516
C 0.559 -0.847 -0.818 -0.5869
C 0.400 -1.559 -2.152 -0.4041
S 0.073 -2.541 -0.667 0.8286
H -0.574 0.723 3.193 0.0866
H -0.738 1.978 1.891 0.0550
H -0.175 -1.077 1.462 0.0752
H -1.424 0.140 -0.939 0.1666
H 0.795 1.514 -0.630 0.1037
H 1.610 -0.612 -0.556 0.1173
H -0.425 -1.293 -2.846 0.0865
H 1.270 -1.883 -2.683 0.0499
```

Computed properties:
LUMO level: 0.9 eV
SMILES: C=C[C@@H](O)[C@@H]1CS1
orbital gap: 9.8 eV



Record 2
This record from OMol25 describes an isolated molecule of C5H8OS2. The level of theory is wB97M-V/def2-TZVPD.

Geometry as XYZ:
```
16
Properties=species:S:1:pos:R:3:lowdin_charge:R:1
C -0.093 1.328 1.441 -0.1069
C -0.015 0.487 0.095 -0.8480
S 0.214 1.640 -1.256 0.8371
C 1.015 -0.645 0.075 -0.1748
C 0.332 -1.571 -0.917 -0.1968
O -1.075 -1.379 -0.804 -0.1071
C -1.320 -0.207 -0.118 -0.8664
S -2.808 0.082 0.419 0.7905
H 0.475 2.301 1.313 0.0709
H 0.365 0.704 2.259 0.0907
H -1.193 1.678 1.582 0.0623
H -0.480 0.917 -2.178 -0.0873
H 1.268 -1.070 1.051 0.1131
H 2.094 -0.272 -0.050 0.1472
H 0.507 -1.381 -2.058 0.1471
H 0.715 -2.612 -0.854 0.1283
```

Computed properties:
LUMO level: 0.2 eV
SMILES: C[C@@]1(S)CCOC1=S
orbital gap: 9.1 eV



Record 3
This record from OMol25 describes a cluster of 2 separate species, C5H8OS2 in total. The level of theory is wB97M-V/def2-TZVPD.

Geometry as XYZ:
```
16
Properties=species:S:1:pos:R:3:lowdin_charge:R:1
C 0.290 1.708 -0.069 -0.1296
C 0.059 0.354 0.264 -0.4253
C 1.161 -0.718 0.374 -0.6142
C -0.045 -0.860 -0.471 -0.3929
C -2.251 -1.316 0.041 -0.7464
H 1.130 2.060 -0.909 0.1258
H -0.709 1.994 -0.329 0.0265
H 0.444 2.437 0.931 0.1465
H -0.387 0.361 1.302 0.1727
H 1.246 -1.022 1.479 0.1340
H 3.131 0.978 -0.351 0.0704
H -0.019 -1.243 -1.471 0.1633
H -2.976 -2.256 0.211 0.1292
O -0.983 -1.668 0.127 -0.1088
S 2.691 -0.814 -0.552 0.6429
S -2.780 0.005 -0.578 0.8059
```

Computed properties:
LUMO level: -0.2 eV
orbital gap: 8.7 eV



Record 4
This record from OMol25 describes an isolated molecule of C5H8OS2. The level of theory is wB97M-V/def2-TZVPD.

Geometry as XYZ:
```
16
Properties=species:S:1:pos:R:3:mulliken_spin:R:1
C 1.636 0.464 0.498 0.4731
C 0.735 1.205 1.236 0.0142
C 1.145 -0.698 -0.238 0.0246
C -0.081 -0.482 -1.106 0.0304
C -1.305 -0.148 -0.320 0.6573
O -0.495 0.870 1.392 0.4230
S -2.084 1.212 -0.996 0.1566
S -2.015 -1.485 0.560 0.0701
H 2.605 0.705 0.306 0.0283
H 1.118 2.233 1.507 0.0082
H 1.913 -1.170 -0.858 -0.0101
H 0.854 -1.583 0.390 0.0464
H 0.137 0.431 -1.831 -0.0043
H -0.254 -1.423 -1.670 0.0440
H -3.063 1.681 -0.095 0.0174
H -0.844 -1.812 1.224 0.0208
```

Computed properties:
LUMO level (spin up / spin down): 0.7 / -2.0 eV
⟨S²⟩: 2.028
multiplicity: 3
orbital gap (spin up / spin down): 6.8 / 7.0 eV



Record 5
This record from OMol25 describes a cluster of 2 separate species, C5H8OSSi in total. The level of theory is wB97M-V/def2-TZVPD.

Geometry as XYZ:
```
16
Properties=species:S:1:pos:R:3:lowdin_charge:R:1
C 3.697 -0.132 0.043 -0.1659
C 2.724 0.881 -0.103 -0.2345
C 3.080 -1.378 -0.191 -0.4375
C 1.478 0.456 -0.369 -0.4162
C -3.166 -0.840 1.023 -0.1132
O -2.829 0.155 0.228 -0.4349
Si -3.674 1.370 -0.477 0.6295
S 1.382 -1.277 -0.403 0.9529
H 4.679 0.154 0.435 0.1051
H 3.047 1.840 0.030 0.0714
H 3.500 -2.377 -0.010 0.0597
H -4.157 -1.040 1.272 0.0295
H 0.629 1.068 -0.648 0.0642
H -2.333 -1.391 1.615 0.0987
H -2.989 1.598 -1.767 -0.1058
H -5.068 0.914 -0.676 -0.1032
```

Computed properties:
LUMO level (spin up / spin down): -0.8 / 0.6 eV
orbital gap (spin up / spin down): 6.8 / 8.5 eV



Record 6
This record from OMol25 describes an isolated molecule of C5H8S. The level of theory is wB97M-V/def2-TZVPD.

Geometry as XYZ:
```
14
Properties=species:S:1:pos:R:3:lowdin_charge:R:1
C 0.751 1.441 -1.644 0.1142
C 0.016 0.659 -1.084 -0.2105
C -0.562 -0.340 -0.205 -0.6164
C -0.942 -1.739 -0.881 -0.0972
S 0.764 -0.611 1.038 0.8385
C 0.741 1.022 1.771 -0.4179
H 1.053 2.210 -2.271 0.0112
H -1.418 0.033 0.345 0.0963
H -0.549 -2.387 -0.177 -0.0071
H -0.237 -2.103 -1.622 0.0736
H -2.034 -2.049 -1.065 0.1082
H -0.255 1.386 2.081 0.0560
H 1.292 1.668 1.072 0.0250
H 1.381 0.810 2.643 0.0262
```

Computed properties:
LUMO level: 1.0 eV
SMILES: C#C[C@@H](C)SC
orbital gap: 9.6 eV



Record 7
This record from OMol25 describes an isolated molecule of C5H8S. The level of theory is wB97M-V/def2-TZVPD.

Geometry as XYZ:
```
14
Properties=species:S:1:pos:R:3:lowdin_charge:R:1
S 2.506 -0.024 -0.087 0.6124
C 0.890 -0.039 0.360 -0.6081
C -0.392 -0.027 -0.430 -0.3450
C -1.280 1.066 0.136 -0.1695
C -2.511 0.062 -0.096 -0.1522
C -1.514 -1.086 0.099 -0.1010
H 0.702 -0.094 1.414 0.0376
H -0.479 0.114 -1.538 0.1536
H -1.129 2.049 -0.270 0.1017
H -1.058 1.188 1.181 0.0934
H -2.828 0.316 -1.138 0.1170
H -3.292 0.015 0.658 0.0944
H -1.766 -1.933 -0.447 0.0837
H -1.402 -1.121 1.125 0.0820
```

Computed properties:
LUMO level: -0.2 eV
SMILES: S=CC1CCC1
orbital gap: 8.4 eV



Record 8
This record from OMol25 describes a cluster of 2 separate species, C5H8S in total. The level of theory is wB97M-V/def2-TZVPD.

Geometry as XYZ:
```
14
Properties=species:S:1:pos:R:3:lowdin_charge:R:1
C -0.247 2.088 1.211 -0.0900
C -0.376 1.651 0.010 0.0333
C 1.510 -0.702 -0.610 -0.3988
C 0.071 -0.615 -0.176 -0.6694
C -1.104 -1.456 -0.468 -0.1378
S 1.133 -1.126 1.147 0.8000
H -0.361 3.093 1.625 0.0572
H -0.049 1.441 2.073 0.0396
H -0.167 1.845 -0.930 -0.0091
H 1.682 -1.445 -1.424 0.0854
H 1.994 0.290 -0.768 0.0724
H -1.991 -1.242 0.060 0.0610
H -0.787 -2.524 -0.257 0.0968
H -1.306 -1.297 -1.493 0.0594
```

Computed properties:
LUMO level: 0.8 eV
orbital gap: 8.8 eV



Record 9
This record from OMol25 describes a structure of composition C5H8S2. The level of theory is wB97M-V/def2-TZVPD.

Geometry as XYZ:
```
15
Properties=species:S:1:pos:R:3:lowdin_charge:R:1
C -0.703 0.663 0.380 -0.6568
C 0.069 1.155 -0.877 -0.2571
C 1.448 0.547 -0.629 -0.5053
C 1.563 0.693 0.926 -0.2257
C 0.388 -0.243 1.015 -0.5565
H -2.163 -1.206 0.766 -0.1496
H -0.882 1.444 1.057 0.0749
H 0.098 2.212 -0.951 0.0963
H -0.375 0.799 -1.825 0.1028
H 2.269 0.796 -1.335 0.1215
H 2.516 0.213 1.208 0.1074
H 1.411 1.741 1.258 0.1241
H 0.080 -0.739 1.894 0.0945
S -2.285 -0.171 -0.072 0.7296
S 1.063 -1.212 -0.363 0.8999
```

Computed properties:
LUMO level: 0.8 eV
orbital gap: 9.4 eV



Record 10
This record from OMol25 describes an isolated molecule of C5H8S2. The level of theory is wB97M-V/def2-TZVPD.

Geometry as XYZ:
```
15
Properties=species:S:1:pos:R:3:lowdin_charge:R:1
C -2.245 1.079 -0.582 0.0495
C -1.043 0.952 0.004 -0.3878
C -0.233 2.184 0.396 -0.0937
C -0.402 -0.383 0.240 -0.7564
S -1.228 -1.787 0.033 0.7419
C 1.039 -0.382 0.775 -0.5805
S 2.361 0.005 -0.429 0.7384
H -2.696 2.054 -0.833 0.0805
H -2.771 0.191 -0.899 0.0320
H 0.740 2.138 -0.143 0.0451
H 0.015 2.256 1.487 0.0868
H -0.758 3.158 0.172 0.0919
H 1.255 -1.389 1.186 0.0613
H 1.221 0.391 1.566 0.0735
H 2.177 -0.999 -1.197 -0.1824
```

Computed properties:
LUMO level: -0.9 eV
SMILES: C=C(C)C(=S)CS
orbital gap: 7.9 eV



Record 11
This record from OMol25 describes an isolated molecule of C5H8S2. The level of theory is wB97M-V/def2-TZVPD.

Geometry as XYZ:
```
15
Properties=species:S:1:pos:R:3:lowdin_charge:R:1
C 1.453 -0.684 -1.007 -0.0280
C 1.020 -0.492 0.158 -0.3233
C -0.323 -0.086 0.453 -1.0005
S -1.158 -1.167 1.615 0.8327
C -1.077 0.045 -0.833 -0.4575
S -0.661 1.928 -0.956 0.7779
C -0.248 1.393 0.889 -0.3364
H 0.725 -0.116 -1.851 0.1021
H 2.584 -0.891 -1.232 0.1078
H 1.637 -0.614 1.187 0.1691
H -0.692 -2.282 1.179 -0.1505
H -0.737 -0.540 -1.732 0.0677
H -2.199 -0.208 -0.681 0.1002
H 0.638 1.908 1.187 0.0605
H -0.962 1.804 1.622 0.0780
```

Computed properties:
LUMO level: 0.7 eV
SMILES: C=CC1(S)CSC1
orbital gap: 9.6 eV



Record 12
This record from OMol25 describes an isolated molecule of C5H8S3. The level of theory is wB97M-V/def2-TZVPD.

Geometry as XYZ:
```
16
Properties=species:S:1:pos:R:3:lowdin_charge:R:1
S 2.768 0.143 -0.183 0.7929
C 0.999 0.106 0.129 -0.8658
C 0.220 1.230 -0.534 -0.5180
S -1.454 1.536 0.066 0.8079
C -2.221 -0.108 0.220 -0.7672
S -1.280 -1.483 -0.542 0.8504
C 0.330 -1.253 0.214 -0.5766
C 0.574 -0.453 1.459 -0.1595
H 2.668 -0.149 -1.499 -0.1155
H 0.765 2.168 -0.411 0.0673
H 0.124 1.031 -1.666 0.1031
H -3.182 -0.120 -0.323 0.0329
H -2.390 -0.329 1.276 0.0278
H 0.948 -2.155 0.074 0.1049
H 1.354 -0.819 2.148 0.1091
H -0.233 0.103 2.022 0.1063
```

Computed properties:
LUMO level: 0.6 eV
SMILES: S[C@@]12CSCS[C@@H]1C2
orbital gap: 9.2 eV



Computed values of relative energy (zero: lowest compared OMol25 entry of this formula, charge and spin) (unit: kcal/mol) for the preceding records, in sequence: 53.4 31.0 128.7 16.2 62.3 60.6 48.5 110.2 23.7 29.9 77.8 17.6.
Computed values of E_tot (unit: Ha) for the preceding records, in sequence: -668.6535 -1066.8820 -1066.7263 -1066.7583 -958.0980 -593.3917 -593.4109 -593.3126 -991.6485 -991.6386 -991.5623 -1389.8374.